The following is a DFT calculation (the ωB97M-V functional and the def2-TZVPD basis) of a molecular structure, C21H19F3N2O2OsS.

Total charge = +2
Kohn-Sham gap (spin up / spin down) = 7.481 / 5.086 eV
E_HOMO (spin up / spin down) = -14.79 / -14.78 eV
<S²> = 6.036
LUMO (spin up / spin down) = -0.269 / -0.356 hartree
Multiplicity = 5
DFT total energy = -1859.46698 hartree

Each line ends with the Löwdin spin population.
Element x y z (Å)
Os  0.854  -1.349  -1.096  3.02
C  -1.712  3.726  0.180  0.00
C  -1.350  3.494  1.651  0.00
C  0.091  4.023  1.901  0.00
C  -2.305  4.290  2.538  0.00
C  -1.318  2.015  1.989  0.00
C  -1.846  1.530  3.200  0.01
C  -1.742  0.207  3.584  0.01
C  -1.099  -0.672  2.727  0.01
S  -0.730  -2.354  2.967  0.06
C  0.033  -2.409  1.451  0.05
N  0.010  -1.249  0.777  0.08
C  -0.603  -0.226  1.496  0.01
C  -0.703  1.110  1.130  0.02
C  0.739  -3.510  0.843  0.07
C  0.948  -4.760  1.403  0.00
C  1.729  -5.685  0.720  0.09
C  2.289  -5.374  -0.518  -0.01
C  2.078  -4.130  -1.098  0.08
C  1.310  -3.193  -0.416  0.08
H  -1.762  4.795  -0.020  0.00
H  -2.688  3.292  -0.050  0.00
H  -0.975  3.300  -0.502  0.00
H  0.118  5.090  1.675  0.00
H  0.814  3.512  1.263  0.00
H  0.378  3.880  2.943  0.00
H  -2.340  5.324  2.199  0.00
H  -1.987  4.303  3.580  0.00
H  -3.323  3.895  2.486  0.00
H  -2.351  2.211  3.869  0.00
H  -2.150  -0.138  4.525  0.00
H  -0.276  1.432  0.187  0.00
H  0.515  -5.007  2.365  0.00
H  1.913  -6.656  1.158  0.00
H  2.898  -6.104  -1.033  0.00
H  2.506  -3.909  -2.067  0.00
F  3.109  0.284  -4.781  0.00
C  3.766  -0.263  -3.756  0.00
F  4.687  0.568  -3.318  0.00
F  4.323  -1.404  -4.144  0.00
C  2.734  -0.561  -2.647  0.04
O  2.001  -1.607  -2.788  0.07
O  2.573  0.183  -1.669  0.14
C  -2.094  -0.231  -4.562  0.01
C  -1.386  -0.499  -3.348  0.05
N  -0.835  -0.692  -2.358  0.09
H  -2.138  0.845  -4.740  0.00
H  -3.112  -0.621  -4.490  0.00
H  -1.590  -0.709  -5.404  0.00